(1)
C6H12 | ωB97M-V with the def2-TZVPD basis set

Computed properties:
Total energy (Ha): -235.6897
Relative energy (zero: lowest compared OMol25 entry of this formula, charge and spin) (eV): 3.497
E_LUMO (eV): 1.14
SMILES: C[C@@H]1CC[C@@H]1C
Gap between HOMO and LUMO (eV): 9.2

ORCA input file:
```
! wB97M-V def2-TZVPD RIJCOSX def2/J DEFGRID3
* xyz 0 1
C 1.364 1.479 -0.119
C 0.933 0.012 0.156
C 0.366 -1.346 -0.959
C -0.597 -1.605 0.186
C -0.484 -0.176 0.707
C -1.548 0.713 0.059
H 0.706 2.048 -0.790
H 1.341 2.021 0.846
H 2.388 1.577 -0.498
H 1.707 -0.490 0.714
H 0.562 -0.356 -1.365
H 1.094 -2.129 -1.158
H -0.126 -2.298 0.904
H -1.617 -1.968 0.003
H -0.522 -0.069 1.791
H -1.412 1.769 0.312
H -1.552 0.616 -1.034
H -2.538 0.407 0.417
*
```

Löwdin population analysis, charges in e, atoms 1 to 4: atom 1 (C): -0.076, atom 2 (C): -0.251, atom 3 (C): -0.060, atom 4 (C): -0.206

(2)
C7H12O3Ru | ωB97M-V with the def2-TZVPD basis set

Computed properties:
Total energy (Ha): -593.0701
E_LUMO (spin up / spin down) (eV): -13.10 / -16.31
Gap between HOMO and LUMO (spin up / spin down) (eV): 6.1 / 3.6
Expectation value of S²: 8.76

ORCA input file:
```
! wB97M-V def2-TZVPD RIJCOSX def2/J DEFGRID3
* xyz 3 6
C -2.185 0.427 -2.494
C -2.543 -0.839 -2.229
H -1.168 0.675 -2.804
H -2.932 1.220 -2.571
H -1.834 -1.661 -2.350
H -3.595 -1.125 -2.154
H -2.172 0.227 -0.595
O 4.853 0.449 1.255
C 3.790 -0.166 0.944
O 3.859 -1.339 0.470
O 2.642 0.437 1.146
C 1.442 -0.262 0.797
C 0.282 0.649 1.155
C -1.036 0.026 1.111
C -2.201 0.647 0.650
Ru 5.760 -1.153 0.646
H 1.392 -1.205 1.356
H 1.449 -0.481 -0.279
H 0.306 1.612 0.628
H 0.336 0.894 2.244
H -1.112 -1.016 1.447
H -3.144 0.245 1.037
H -2.191 1.739 0.591
*
```

Löwdin population analysis, charges in e, atoms 1 to 4: atom 1 (C): 0.173, atom 2 (C): 0.188, atom 3 (H): 0.137, atom 4 (H): 0.143

(3)
C28H66F3NO23S2 | ωB97M-V with the def2-TZVPD basis set

Computed properties:
Total energy (Ha): -3987.6045
E_LUMO (eV): -0.93
Gap between HOMO and LUMO (eV): 8.1

ORCA input file:
```
! wB97M-V def2-TZVPD RIJCOSX def2/J DEFGRID3
* xyz 0 1
C 0.865 0.424 4.232
C 1.481 0.949 3.176
C 0.626 1.593 2.116
C 0.623 2.969 2.041
C -0.172 3.542 1.060
C -0.945 2.768 0.200
C -0.944 1.387 0.263
C -1.793 0.674 -0.771
C -2.700 -0.482 -0.265
C -3.748 -0.657 -1.332
F -3.430 -1.407 -2.418
C -4.950 -0.059 -1.286
F -5.362 0.685 -2.307
F -5.757 -0.122 -0.254
C -0.141 0.814 1.229
S -0.017 -0.970 1.365
C 1.720 -1.253 0.800
C 2.433 -2.316 1.614
O 3.511 -2.027 2.094
O 1.947 -3.588 1.803
C 1.237 -3.560 3.078
C -0.209 -4.086 3.037
C -0.708 -4.473 1.639
O -1.074 -3.073 3.605
C -2.382 -3.451 3.651
O -2.692 -4.473 4.230
C -3.513 -2.631 3.037
S -4.210 -3.370 1.516
C -1.713 3.676 -0.746
O -2.669 3.478 -1.454
N -1.068 4.929 -0.608
C -0.320 5.279 -1.834
C 0.980 4.461 -2.057
C 0.981 3.669 -3.391
C 2.251 3.883 -4.229
C 2.032 3.245 -5.613
O 2.529 1.908 -5.646
C 2.317 1.287 -6.896
C 1.244 0.187 -6.830
C -0.415 5.019 0.624
O -0.091 6.026 1.190
H -0.171 0.691 4.405
H 1.367 -0.285 4.894
H 2.563 0.911 3.078
H 1.236 3.581 2.693
H -2.449 1.389 -1.266
H -1.134 0.268 -1.549
H -3.137 -0.333 0.723
H -2.095 -1.392 -0.280
H 2.265 -0.318 0.906
H 1.686 -1.521 -0.261
H 1.833 -4.132 3.794
H 1.231 -2.519 3.416
H -0.255 -4.962 3.689
H 0.066 -4.904 1.003
H -1.467 -5.253 1.770
H -1.163 -3.617 1.133
H -4.327 -2.556 3.759
H -3.228 -1.603 2.793
H -3.639 -4.577 1.332
H -0.985 5.060 -2.675
H -0.113 6.349 -1.905
H 1.800 5.184 -2.147
H 1.248 3.801 -1.227
H 0.886 2.590 -3.219
H 0.134 3.960 -4.025
H 2.458 4.942 -4.420
H 3.142 3.432 -3.780
H 0.961 3.223 -5.860
H 2.542 3.823 -6.398
H 3.234 0.808 -7.261
H 1.994 1.983 -7.680
H 1.290 -0.364 -5.886
H 1.378 -0.543 -7.626
H 0.234 0.593 -6.960
O -7.314 -3.134 3.203
H -6.553 -3.092 2.608
H -8.075 -3.057 2.618
O -3.635 1.885 -5.138
H -3.730 2.300 -4.273
H -4.106 1.051 -5.050
O 2.341 -2.100 5.564
H 2.980 -2.331 6.247
H 2.867 -2.042 4.758
O 3.036 5.727 2.763
H 3.811 5.759 2.195
H 2.287 5.755 2.164
O -7.048 -5.972 3.926
H -7.071 -5.027 3.705
H -6.733 -6.397 3.123
O 3.935 0.897 -3.085
H 4.614 0.339 -3.479
H 3.434 1.232 -3.841
O 6.896 -0.318 -2.406
H 7.541 -1.030 -2.366
H 6.212 -0.583 -1.782
O -4.274 -2.593 6.197
H -3.671 -3.343 6.125
H -4.894 -2.850 6.886
O 0.152 2.499 6.075
H -0.424 3.230 5.829
H 0.874 2.920 6.553
O 4.908 -4.545 3.133
H 4.373 -3.771 2.912
H 5.653 -4.185 3.631
O 3.134 -1.966 -7.475
H 3.738 -1.845 -6.736
H 3.246 -2.890 -7.721
O -4.728 -4.213 -2.756
H -4.128 -3.488 -2.553
H -4.547 -4.436 -3.674
O 8.172 -4.027 3.516
H 8.340 -4.711 2.859
H 8.282 -3.203 3.031
O 3.935 -5.529 5.816
H 4.539 -5.798 6.515
H 4.480 -5.509 5.017
O -3.466 7.535 -0.813
H -2.833 6.809 -0.817
H -4.124 7.271 -0.164
O -2.331 4.876 -6.137
H -2.428 5.293 -5.276
H -2.805 4.039 -6.049
*
```

Löwdin population analysis, charges in e, atoms 1 to 4: atom 1 (C): 0.019, atom 2 (C): -0.149, atom 3 (C): -0.212, atom 4 (C): 0.058

(4)
H24O12 | ωB97M-V with the def2-TZVPD basis set

Computed properties:
Total energy (Ha): -917.1788
Relative energy (zero: lowest compared OMol25 entry of this formula, charge and spin) (eV): 3.987
E_LUMO (eV): -0.49
SMILES: O.O.O.O.O.O.O.O.O.O.O.O
Gap between HOMO and LUMO (eV): 10.0

ORCA input file:
```
! wB97M-V def2-TZVPD RIJCOSX def2/J DEFGRID3
* xyz 0 1
O 0.336 -1.481 -0.554
H -0.484 -1.165 -0.950
H 0.614 -0.757 0.018
O 3.942 1.040 -0.187
H 4.257 1.886 0.150
H 3.408 1.277 -0.953
O -3.987 1.626 0.575
H -3.510 2.442 0.386
H -3.321 1.052 0.969
O -1.391 2.241 2.314
H -2.345 2.103 2.278
H -1.140 2.386 1.395
O -2.168 -2.432 -1.623
H -2.874 -2.386 -0.968
H -2.174 -1.562 -2.036
O 1.760 -3.468 3.081
H 1.318 -2.953 2.396
H 2.650 -3.603 2.735
O 1.525 3.163 0.591
H 1.309 3.526 1.457
H 2.457 3.379 0.471
O 4.987 -0.848 0.664
H 4.028 -0.943 0.696
H 5.124 0.096 0.525
O -0.357 -1.662 -3.233
H -0.052 -0.752 -3.314
H 0.445 -2.188 -3.328
O -3.013 -1.624 2.778
H -3.406 -1.161 3.526
H -3.368 -1.167 2.007
O 1.267 0.759 -2.301
H 1.326 1.357 -1.547
H 0.504 1.080 -2.796
O -2.430 0.530 -1.495
H -2.983 -0.232 -1.289
H -2.252 0.443 -2.438
*
```

Löwdin population analysis, charges in e, atoms 1 to 4: atom 1 (O): -0.066, atom 2 (H): -0.023, atom 3 (H): 0.029, atom 4 (O): -0.046

(5)
C45H32Br2CoNO2P2S | ωB97M-V with the def2-TZVPD basis set

Computed properties:
Total energy (Ha): -9550.8777
E_LUMO (spin up / spin down) (eV): -2.47 / -2.82
Gap between HOMO and LUMO (spin up / spin down) (eV): 7.4 / 7.1
Expectation value of S²: 3.76

ORCA input file:
```
! wB97M-V def2-TZVPD RIJCOSX def2/J DEFGRID3
* xyz 1 4
Co -0.661 0.414 0.049
O 0.886 0.943 1.567
S 1.487 -0.491 -1.015
C 2.567 0.893 -0.716
C 3.936 0.702 -0.598
C 4.784 1.799 -0.620
C 4.271 3.070 -0.837
C 2.901 3.256 -0.942
C 2.026 2.179 -0.817
P 0.225 2.450 -0.641
C 0.007 3.583 0.776
C -1.321 3.781 1.160
C -1.641 4.586 2.241
C -0.629 5.198 2.966
C 0.694 4.990 2.606
C 1.015 4.183 1.522
C -0.197 3.450 -2.097
C -0.236 2.791 -3.328
C -0.570 3.486 -4.476
C -0.879 4.839 -4.402
C -0.845 5.495 -3.182
C -0.507 4.804 -2.026
C 1.844 -1.762 0.206
C 2.405 -2.915 -0.325
C 2.612 -4.036 0.466
C 2.249 -4.016 1.802
C 1.685 -2.870 2.338
C 1.470 -1.736 1.558
P 0.745 -0.306 2.398
C -1.023 -0.503 2.772
C -1.828 -1.608 2.508
C -3.199 -1.514 2.701
C -3.761 -0.337 3.174
C -2.954 0.752 3.486
C -1.588 0.674 3.282
C 1.586 -0.150 3.979
C 1.130 -0.794 5.126
C 1.849 -0.682 6.305
C 3.016 0.071 6.339
C 3.459 0.729 5.200
C 2.746 0.620 4.017
H 4.332 -0.302 -0.511
H 5.851 1.654 -0.518
H 4.936 3.919 -0.916
H 2.499 4.246 -1.121
H -2.114 3.298 0.600
H -2.676 4.733 2.524
H -0.869 5.834 3.807
H 1.488 5.460 3.171
H 2.052 4.013 1.280
H -0.005 1.731 -3.372
H -0.599 2.974 -5.429
H -1.158 5.377 -5.298
H -1.087 6.548 -3.126
H -0.483 5.318 -1.074
H 2.662 -2.937 -1.376
H 3.039 -4.928 0.029
H 2.397 -4.890 2.421
H 1.410 -2.843 3.386
H -1.386 -2.533 2.160
H -3.832 -2.361 2.470
H -4.832 -0.268 3.317
H -3.390 1.656 3.889
H -0.948 1.519 3.513
H 0.210 -1.367 5.104
H 1.503 -1.181 7.201
H 3.580 0.147 7.259
H 4.362 1.324 5.233
H 3.069 1.132 3.118
Br -1.197 -4.529 -0.761
C -2.531 -3.203 -0.914
C -3.836 -3.561 -1.266
C -4.812 -2.607 -1.372
Br -6.566 -3.142 -1.852
C -4.521 -1.246 -1.133
C -5.453 -0.190 -1.204
C -5.033 1.092 -0.973
C -3.687 1.336 -0.674
N -2.794 0.375 -0.559
C -3.194 -0.903 -0.779
C -2.168 -1.889 -0.641
O -0.984 -1.519 -0.262
H -4.070 -4.600 -1.447
H -6.487 -0.400 -1.444
H -5.723 1.922 -1.029
H -3.342 2.354 -0.542
*
```

Löwdin population analysis, charges in e, atoms 1 to 4: atom 1 (Co): 0.563, atom 2 (O): -0.386, atom 3 (S): 1.055, atom 4 (C): -0.488

(6)
C7H13N3 | ωB97M-V with the def2-TZVPD basis set

Computed properties:
Total energy (Ha): -438.4958
Relative energy (zero: lowest compared OMol25 entry of this formula, charge and spin) (eV): 0.525
E_LUMO (spin up / spin down) (eV): 0.66 / -1.95
Gap between HOMO and LUMO (spin up / spin down) (eV): 5.4 / 6.6
Expectation value of S²: 2.03

ORCA input file:
```
! wB97M-V def2-TZVPD RIJCOSX def2/J DEFGRID3
* xyz 0 3
C -0.600 -1.161 1.963
C 0.357 -0.363 2.343
C -1.291 -1.100 0.692
C 1.039 0.676 1.565
C -0.063 -0.084 -0.664
C -0.904 0.531 -1.824
C 0.810 -1.117 -1.232
N -2.300 -1.698 0.293
N 0.405 1.052 0.246
N 0.948 2.168 -0.395
H -1.016 -1.711 2.746
H 0.591 -0.419 3.399
H 0.845 1.706 2.177
H 2.130 0.579 1.484
H -1.707 -0.084 -2.324
H -0.068 0.776 -2.533
H -1.223 1.481 -1.313
H 1.554 -1.508 -0.452
H 1.209 -0.692 -2.237
H 0.139 -2.000 -1.294
H -2.553 -1.690 -0.685
H 0.213 2.854 -0.672
H 1.482 1.806 -1.283
*
```

Löwdin population analysis, charges in e, atoms 1 to 4: atom 1 (C): -0.143, atom 2 (C): -0.197, atom 3 (C): -0.232, atom 4 (C): -0.180

Repeat the fifth record exactly.
C45H32Br2CoNO2P2S | ωB97M-V with the def2-TZVPD basis set

Computed properties:
Total energy (Ha): -9550.8777
E_LUMO (spin up / spin down) (eV): -2.47 / -2.82
Gap between HOMO and LUMO (spin up / spin down) (eV): 7.4 / 7.1
Expectation value of S²: 3.76

ORCA input file:
```
! wB97M-V def2-TZVPD RIJCOSX def2/J DEFGRID3
* xyz 1 4
Co -0.661 0.414 0.049
O 0.886 0.943 1.567
S 1.487 -0.491 -1.015
C 2.567 0.893 -0.716
C 3.936 0.702 -0.598
C 4.784 1.799 -0.620
C 4.271 3.070 -0.837
C 2.901 3.256 -0.942
C 2.026 2.179 -0.817
P 0.225 2.450 -0.641
C 0.007 3.583 0.776
C -1.321 3.781 1.160
C -1.641 4.586 2.241
C -0.629 5.198 2.966
C 0.694 4.990 2.606
C 1.015 4.183 1.522
C -0.197 3.450 -2.097
C -0.236 2.791 -3.328
C -0.570 3.486 -4.476
C -0.879 4.839 -4.402
C -0.845 5.495 -3.182
C -0.507 4.804 -2.026
C 1.844 -1.762 0.206
C 2.405 -2.915 -0.325
C 2.612 -4.036 0.466
C 2.249 -4.016 1.802
C 1.685 -2.870 2.338
C 1.470 -1.736 1.558
P 0.745 -0.306 2.398
C -1.023 -0.503 2.772
C -1.828 -1.608 2.508
C -3.199 -1.514 2.701
C -3.761 -0.337 3.174
C -2.954 0.752 3.486
C -1.588 0.674 3.282
C 1.586 -0.150 3.979
C 1.130 -0.794 5.126
C 1.849 -0.682 6.305
C 3.016 0.071 6.339
C 3.459 0.729 5.200
C 2.746 0.620 4.017
H 4.332 -0.302 -0.511
H 5.851 1.654 -0.518
H 4.936 3.919 -0.916
H 2.499 4.246 -1.121
H -2.114 3.298 0.600
H -2.676 4.733 2.524
H -0.869 5.834 3.807
H 1.488 5.460 3.171
H 2.052 4.013 1.280
H -0.005 1.731 -3.372
H -0.599 2.974 -5.429
H -1.158 5.377 -5.298
H -1.087 6.548 -3.126
H -0.483 5.318 -1.074
H 2.662 -2.937 -1.376
H 3.039 -4.928 0.029
H 2.397 -4.890 2.421
H 1.410 -2.843 3.386
H -1.386 -2.533 2.160
H -3.832 -2.361 2.470
H -4.832 -0.268 3.317
H -3.390 1.656 3.889
H -0.948 1.519 3.513
H 0.210 -1.367 5.104
H 1.503 -1.181 7.201
H 3.580 0.147 7.259
H 4.362 1.324 5.233
H 3.069 1.132 3.118
Br -1.197 -4.529 -0.761
C -2.531 -3.203 -0.914
C -3.836 -3.561 -1.266
C -4.812 -2.607 -1.372
Br -6.566 -3.142 -1.852
C -4.521 -1.246 -1.133
C -5.453 -0.190 -1.204
C -5.033 1.092 -0.973
C -3.687 1.336 -0.674
N -2.794 0.375 -0.559
C -3.194 -0.903 -0.779
C -2.168 -1.889 -0.641
O -0.984 -1.519 -0.262
H -4.070 -4.600 -1.447
H -6.487 -0.400 -1.444
H -5.723 1.922 -1.029
H -3.342 2.354 -0.542
*
```

Löwdin population analysis, charges in e, atoms 1 to 4: atom 1 (Co): 0.563, atom 2 (O): -0.386, atom 3 (S): 1.055, atom 4 (C): -0.488